# 1
Formula: C22H29AuN3Sb2
Source: the OMol25 dataset
Level of theory: wB97M-V/def2-TZVPD

Structure (ORCA input):
```
! wB97M-V def2-TZVPD RIJCOSX def2/J DEFGRID3
* xyz 1 1
Au 0.64833 0.84338 0.37547
N 3.23456 3.41399 0.59698
C 3.79796 2.18852 0.26140
C 5.19800 2.10873 0.36567
C 5.82435 0.95159 -0.00581
C 5.05590 -0.11647 -0.47323
C 3.69865 0.04940 -0.51606
N 3.04932 1.17825 -0.15119
C 1.94983 3.94891 0.65415
C 1.90280 5.33413 0.88251
C 0.69088 5.96511 0.93826
C -0.46913 5.21259 0.76773
C -0.33237 3.86692 0.56631
N 0.84988 3.21244 0.50665
H 3.93450 4.10125 0.81333
H 5.76478 2.95723 0.72889
H 6.90191 0.87547 0.06237
H 5.50551 -1.04593 -0.79203
H 3.07117 -0.75629 -0.87355
H 2.82452 5.89043 1.00130
H 0.64566 7.03343 1.10788
H -1.45298 5.65770 0.79745
H -1.20797 3.24274 0.45514
C -4.17426 1.64313 -0.23895
Sb -2.29681 0.69132 0.12851
C -2.08212 -0.11716 -1.84339
C -3.03502 -1.05480 1.17924
C -3.16731 -2.24574 0.27881
C -4.29059 -2.37056 -0.53904
C -4.42626 -3.41745 -1.43473
C -3.41948 -4.37127 -1.52958
C -2.30871 -4.26852 -0.70935
C -2.16670 -3.22287 0.20546
C -0.94809 -3.20610 1.09142
Sb 0.60416 -1.83476 0.55033
C 2.15408 -2.68905 1.70475
C 1.00901 -2.70300 -1.34856
H -4.84866 0.93768 -0.72534
H -4.01369 2.49432 -0.90114
H -4.61365 1.99352 0.69401
H -3.01028 -0.58375 -2.17288
H -1.28511 -0.86082 -1.88013
H -1.82031 0.70154 -2.51612
H -3.99773 -0.74882 1.59118
H -2.36310 -1.22376 2.01807
H -5.07698 -1.62616 -0.46517
H -5.31242 -3.49191 -2.05204
H -3.50766 -5.19752 -2.22301
H -1.53418 -5.02676 -0.76205
H -0.42244 -4.15901 1.01618
H -1.17943 -3.04073 2.14370
H 2.15409 -3.76091 1.50613
H 1.97677 -2.50129 2.76298
H 3.11814 -2.26238 1.42958
H 1.33038 -3.73442 -1.19745
H 1.77695 -2.15681 -1.89276
H 0.09133 -2.69874 -1.93827
*
```

LUMO in Eh: -0.0829
Total energy in Ha: -1635.9540

Atomic partial charges in e from the Mulliken method, atoms 1 to 6: 0.338, -0.065, 0.713, -0.631, -0.469, -0.858


# 2
Formula: C4H6BrCl
Source: the OMol25 dataset
Level of theory: wB97M-V/def2-TZVPD

Structure (ORCA input):
```
! wB97M-V def2-TZVPD RIJCOSX def2/J DEFGRID3
* xyz 0 1
C -1.14366 -1.02853 -0.13103
C -0.51511 0.24863 0.47254
C -1.74229 -0.83183 -1.60780
C 0.62234 0.85361 -0.19196
Cl -0.56023 -0.75935 -2.86974
Br -3.17239 0.55851 -1.66903
H -0.41806 -1.82985 -0.39772
H -1.94212 -1.31659 0.53409
H -1.19941 0.89337 1.03205
H 0.72375 1.73955 0.30075
H 0.48205 0.93450 -1.19467
H 1.56055 0.08640 -0.10822
*
```

LUMO (alpha / beta) in Eh: 0.0011 / -0.0263
Total energy in Ha: -3190.0678

Atomic partial charges in e from the Mulliken method, atoms 1 to 6: -0.624, -0.173, 0.122, -0.926, -0.132, -0.135


# 3
Formula: CH7NS
Source: the OMol25 dataset
Level of theory: wB97M-V/def2-TZVPD

Structure (ORCA input):
```
! wB97M-V def2-TZVPD RIJCOSX def2/J DEFGRID3
* xyz 0 1
C -1.32326 -0.56567 -2.40058
N -2.30022 0.51116 -2.12705
H -0.39532 -0.00551 -2.80103
H -0.99466 -1.08545 -1.54157
H -1.78253 -1.24305 -3.11267
H -3.03223 0.12077 -1.54409
H -2.80477 0.65261 -3.06061
S 3.79209 0.41527 5.42773
H 4.93493 -0.37529 5.30319
H 3.90596 1.57515 5.85669
*
```

LUMO in Eh: 0.0345
SMILES: CN.S
Total energy in Ha: -495.1772

Atomic partial charges in e from the Mulliken method, atoms 1 to 6: -0.616, -0.600, 0.199, 0.303, 0.249, 0.229


# 4
Formula: C17H23CrF5NO3P2
Source: the OMol25 dataset
Level of theory: wB97M-V/def2-TZVPD

Structure (ORCA input):
```
! wB97M-V def2-TZVPD RIJCOSX def2/J DEFGRID3
* xyz 1 5
Cr 0.39555 0.23380 -0.36609
P -1.78290 0.08163 -1.54058
C -1.50171 1.85073 -1.84734
C -1.28147 2.61337 -0.56937
N -0.41741 2.03572 0.29078
C -0.10782 2.59908 1.45725
C -0.69305 3.79692 1.83411
C -1.57079 4.41888 0.95829
C -1.88076 3.81970 -0.26565
C 0.86830 1.87716 2.36546
P 1.89924 0.69150 1.48188
H -2.57543 4.26688 -0.97412
H -0.41491 4.20227 2.80192
H -2.01623 5.36957 1.23862
H 1.52505 2.59746 2.85775
H 0.33372 1.32164 3.14522
H -0.46681 1.77934 -2.41395
H -2.26641 2.26201 -2.52402
H 2.45169 0.12057 -2.22279
O 0.84539 1.19939 -2.18335
H 1.44191 1.97721 -2.12848
H 1.98995 -1.20472 -1.15597
O 2.98334 -0.46211 -1.70273
H 3.42272 -0.96577 -2.44737
C 3.41222 1.56709 1.04785
H 4.01768 1.72114 1.94969
H 3.98663 0.97997 0.31900
H 3.17234 2.54057 0.60319
C 2.32911 -0.62633 2.61768
H 2.79058 -1.44700 2.05134
H 3.03733 -0.26038 3.37189
H 1.42622 -1.00680 3.11269
C -3.35379 -0.13593 -0.69838
H -4.17627 -0.00459 -1.41910
H -3.36002 -1.16131 -0.29433
H -3.43838 0.58299 0.12943
C -1.88832 -0.64387 -3.18766
H -1.68156 -1.72121 -3.08293
H -2.90345 -0.48786 -3.58523
H -1.13393 -0.18433 -3.84348
F -1.62872 -6.04915 1.35782
C -0.96163 -4.97816 0.87618
C 0.03617 -5.11563 -0.10081
F 0.28985 -6.36136 -0.57095
C 0.70512 -3.98903 -0.58153
F 1.65323 -4.16468 -1.53845
C 0.40787 -2.72184 -0.08228
O 1.00545 -1.57459 -0.64240
C -0.58048 -2.60545 0.90346
F -0.88764 -1.36294 1.44410
C -1.25378 -3.71111 1.39918
F -2.20296 -3.56043 2.35459
*
```

LUMO (alpha / beta) in Eh: -0.0916 / -0.0923
⟨S²⟩: 6.018
Total energy in Ha: -3168.3494

Atomic partial charges in e from the Mulliken method, atoms 1 to 6: -0.502, 1.140, -1.475, 0.588, 0.781, 0.612


> Which of these has the lowest total energy?

C4H6BrCl


> Which value of total energy does entry 3 give?

-495.1772 Ha